Record 1
Density functional theory data (ωB97M-V with the def2-TZVPD basis set) for 8 unconnected molecules or ions with the total composition C35H72Br2N2O23S7 in a non-equilibrium geometry.

CARTESIAN COORDINATES (ANGSTROEM)
C 1.053 -0.070 -1.062
C -0.416 0.323 -1.090
Br -0.624 2.278 -1.013
C -1.236 -0.177 -2.330
Br -0.238 -1.243 -3.617
C -2.499 -0.834 -1.816
C -3.643 -0.088 -1.819
C -4.852 -0.545 -1.359
C -6.092 0.317 -1.388
C -6.119 1.454 -0.343
C -4.850 2.309 -0.233
N -4.541 3.058 -1.467
C -4.911 -1.827 -0.879
C -3.776 -2.575 -0.891
C -2.552 -2.119 -1.327
C -1.494 -3.184 -1.153
O -0.294 -3.120 -1.127
N -2.269 -4.373 -0.955
C -3.544 -4.002 -0.460
O -4.257 -4.751 0.156
H 1.432 0.163 -0.060
H 1.217 -1.135 -1.213
H 1.632 0.556 -1.743
H -0.904 -0.067 -0.197
H -1.553 0.711 -2.870
H -3.583 0.929 -2.190
H -6.941 -0.339 -1.181
H -6.192 0.706 -2.404
H -6.927 2.134 -0.641
H -6.401 1.103 0.655
H -5.027 3.037 0.569
H -3.988 1.709 0.066
H -4.704 4.044 -1.314
H -3.549 2.974 -1.668
H -5.820 -2.270 -0.487
H -1.793 -4.849 -0.181
C -0.388 -4.490 6.048
C -0.838 -5.302 4.849
O -2.051 -4.784 4.268
S -1.947 -3.494 3.343
C -3.546 -3.597 2.629
O -0.966 -3.734 2.324
O -1.870 -2.333 4.178
H -0.067 -3.492 5.751
H 0.448 -4.982 6.546
H -1.206 -4.369 6.760
H -0.053 -5.362 4.094
H -1.065 -6.320 5.161
H -3.603 -4.502 2.047
H -3.677 -2.724 1.992
H -4.291 -3.595 3.421
C 1.718 -4.825 -9.484
C 1.962 -5.760 -8.316
O 1.709 -5.123 -7.051
S 0.193 -4.954 -6.588
C 0.521 -4.539 -4.910
O -0.451 -6.231 -6.644
O -0.369 -3.816 -7.246
H 0.660 -4.582 -9.580
H 2.047 -5.288 -10.416
H 2.255 -3.887 -9.344
H 1.366 -6.671 -8.406
H 3.009 -6.060 -8.299
H 0.995 -5.387 -4.424
H -0.431 -4.315 -4.433
H 1.166 -3.665 -4.884
C -0.906 4.312 -7.725
C -0.231 3.054 -7.215
O 0.773 3.343 -6.223
S 0.289 3.673 -4.742
C 1.858 3.517 -3.960
O -0.563 2.615 -4.290
O -0.122 5.040 -4.679
H -1.510 4.778 -6.946
H -1.559 4.077 -8.566
H -0.164 5.045 -8.043
H -0.959 2.345 -6.819
H 0.289 2.560 -8.034
H 2.195 2.488 -4.051
H 1.728 3.782 -2.912
H 2.556 4.201 -4.436
C 0.367 0.174 3.979
C -1.121 0.056 3.708
O -1.856 1.209 4.184
S -1.814 2.535 3.319
C -3.140 3.364 4.127
O -2.194 2.227 1.976
O -0.593 3.237 3.597
H 0.817 0.967 3.382
H 0.870 -0.761 3.735
H 0.550 0.414 5.027
H -1.318 -0.105 2.646
H -1.524 -0.801 4.244
H -4.057 2.806 3.958
H -3.217 4.360 3.693
H -2.915 3.435 5.188
C 5.922 5.254 6.440
C 4.579 5.878 6.756
O 3.606 5.633 5.723
S 2.910 4.195 5.672
C 1.611 4.603 4.562
O 2.362 3.908 6.964
O 3.800 3.276 5.031
H 5.865 4.165 6.463
H 6.667 5.571 7.168
H 6.255 5.540 5.442
H 4.200 5.535 7.721
H 4.688 6.960 6.819
H 0.965 5.339 5.033
H 1.049 3.686 4.352
H 2.044 4.993 3.644
C -3.272 -7.604 -6.695
C -3.948 -8.059 -5.418
O -4.510 -9.383 -5.538
S -3.523 -10.628 -5.444
C -4.760 -11.866 -5.241
O -2.758 -10.523 -4.240
O -2.886 -10.816 -6.709
H -2.377 -8.190 -6.896
H -2.979 -6.559 -6.619
H -3.940 -7.726 -7.548
H -3.262 -8.016 -4.570
H -4.783 -7.398 -5.190
H -5.279 -11.693 -4.302
H -4.257 -12.831 -5.224
H -5.447 -11.816 -6.081
C 11.064 8.499 8.705
C 9.691 9.000 9.108
O 9.083 9.802 8.077
S 8.435 9.052 6.830
C 7.546 10.429 6.187
O 7.509 8.073 7.312
O 9.469 8.699 5.910
H 10.997 7.777 7.892
H 11.553 8.014 9.551
H 11.688 9.323 8.358
H 9.032 8.174 9.381
H 9.778 9.646 9.980
H 6.792 10.730 6.910
H 7.075 10.109 5.260
H 8.245 11.238 5.993

Output
Spin multiplicity: 1
Orbital gap in eV: 8.9
Net charge: 0
SMILES string: C[C@@H](Br)[C@@H](Br)c1cc(CCCN)cc2c1C(=O)NC2=O.CCOS(C)(=O)=O.CCOS(C)(=O)=O.CCOS(C)(=O)=O.CCOS(C)(=O)=O.CCOS(C)(=O)=O.CCOS(C)(=O)=O.CCOS(C)(=O)=O
E_tot in eV: -303464.8605

=====

Record 2
Density functional theory data (ωB97M-V with the def2-TZVPD basis set) for a molecular structure, C35H73AsF3IN2O6PS.

CARTESIAN COORDINATES (ANGSTROEM)
C 0.412 0.608 -1.354
C -0.294 1.690 -2.167
C -1.810 1.551 -2.344
C -2.705 1.716 -1.099
C -2.010 2.527 -0.005
As -3.907 0.035 -0.550
S -2.129 -1.552 -1.329
C -4.672 0.164 -2.470
C -6.026 -0.424 -2.907
C -7.292 -0.088 -2.104
C -7.979 1.183 -2.559
O -9.232 1.392 -1.912
C -5.067 -1.572 -0.045
C -4.405 -2.904 0.283
C -5.382 -3.824 0.997
O -4.871 -5.137 1.182
C -3.928 -5.251 2.227
C -5.242 1.448 0.179
C -6.013 1.311 1.482
O -5.272 1.974 2.510
C -6.065 2.340 3.588
C -5.200 2.971 4.650
F -4.161 2.222 5.021
F -4.726 4.169 4.263
F -5.960 3.198 5.753
P -2.762 0.141 1.745
O -1.442 -0.854 1.564
I -4.018 -1.159 3.501
H 0.441 -0.334 -1.900
H -0.077 0.410 -0.399
H 1.443 0.908 -1.144
H -0.054 2.679 -1.765
H 0.137 1.673 -3.176
H -2.008 0.605 -2.848
H -2.110 2.336 -3.052
H -3.544 2.339 -1.408
H -1.673 3.486 -0.421
H -2.685 2.759 0.817
H -1.129 2.036 0.408
H -2.871 -2.202 -2.237
H -3.923 -0.329 -3.088
H -4.625 1.219 -2.755
H -6.207 -0.082 -3.936
H -5.940 -1.509 -2.992
H -8.010 -0.909 -2.213
H -7.067 -0.007 -1.040
H -7.341 2.057 -2.377
H -8.168 1.134 -3.634
H -9.245 0.864 -1.105
H -5.685 -1.276 0.806
H -5.758 -1.740 -0.870
H -4.097 -3.408 -0.634
H -3.515 -2.749 0.896
H -5.664 -3.394 1.968
H -6.296 -3.944 0.409
H -4.309 -5.925 3.002
H -3.714 -4.281 2.681
H -2.990 -5.660 1.842
H -5.932 1.652 -0.639
H -4.680 2.372 0.303
H -6.167 0.273 1.791
H -7.003 1.786 1.404
H -6.578 1.484 4.047
H -6.814 3.093 3.306
H -0.698 -0.462 2.037
C 6.940 2.654 -1.531
C 5.413 2.593 -1.606
C 4.832 3.831 -2.298
C 4.937 5.098 -1.454
C 4.292 4.900 -0.085
C 4.828 3.682 0.681
N 4.796 2.489 -0.237
O 3.697 1.852 -0.212
C 6.234 3.950 1.224
C 3.926 3.367 1.870
C 5.033 1.336 -2.378
H 7.336 2.464 -2.530
H 7.329 3.614 -1.211
H 7.323 1.882 -0.861
H 3.777 3.635 -2.511
H 5.338 3.954 -3.259
H 5.981 5.407 -1.347
H 4.430 5.915 -1.971
H 4.447 5.782 0.543
H 3.212 4.781 -0.210
H 6.674 3.032 1.615
H 6.152 4.666 2.043
H 6.915 4.374 0.493
H 2.890 3.250 1.569
H 3.999 4.191 2.583
H 4.243 2.448 2.363
H 5.342 0.448 -1.824
H 5.546 1.342 -3.341
H 3.962 1.268 -2.549
C 4.128 -5.064 2.060
C 4.587 -4.868 0.613
C 6.021 -4.331 0.549
C 6.138 -2.878 1.004
C 5.193 -1.975 0.214
C 3.732 -2.447 0.223
N 3.711 -3.906 -0.140
O 3.675 -4.126 -1.392
C 3.074 -2.174 1.579
C 2.929 -1.684 -0.821
C 4.494 -6.221 -0.083
H 4.631 -5.946 2.459
H 4.368 -4.234 2.715
H 3.052 -5.236 2.101
H 6.368 -4.409 -0.486
H 6.659 -4.983 1.154
H 5.940 -2.794 2.076
H 7.165 -2.537 0.858
H 5.214 -0.954 0.607
H 5.530 -1.923 -0.826
H 2.097 -2.657 1.632
H 2.924 -1.098 1.668
H 3.665 -2.490 2.432
H 3.376 -1.746 -1.810
H 2.903 -0.635 -0.518
H 1.904 -2.048 -0.886
H 3.461 -6.570 -0.108
H 5.093 -6.940 0.480
H 4.861 -6.173 -1.104

Output
Spin multiplicity: 3
Orbital gap (spin up / spin down) in eV: 5.6 / 5.6
Net charge: -1
E_tot in eV: -149956.5921
<S²>: 2.008

=====

Record 3
Density functional theory data (ωB97M-V with the def2-TZVPD basis set) for 10 unconnected molecules or ions with the total composition C35H73Br2N3O21 in a non-equilibrium geometry.

CARTESIAN COORDINATES (ANGSTROEM)
C 0.281 4.394 2.082
C 1.544 5.273 2.117
O 2.659 4.404 2.306
C 3.902 4.812 2.430
O 4.252 6.009 2.588
O 4.728 3.684 2.458
C 6.056 3.802 3.011
H 0.348 3.765 2.969
H 0.242 3.828 1.151
H -0.612 5.018 2.066
H 1.589 6.078 2.850
H 1.611 5.679 1.107
H 6.126 4.207 4.020
H 6.652 4.366 2.293
H 6.510 2.811 3.011
C -5.375 1.697 -1.142
C -4.044 1.435 -0.421
O -3.383 0.328 -1.056
C -2.593 0.504 -2.154
O -2.136 1.630 -2.467
O -2.575 -0.615 -2.890
C -1.885 -0.617 -4.116
H -5.021 2.090 -2.095
H -5.980 2.385 -0.551
H -5.909 0.769 -1.345
H -4.262 1.157 0.610
H -3.394 2.303 -0.313
H -1.784 -1.646 -4.460
H -0.890 -0.229 -3.895
H -2.512 -0.027 -4.785
C 2.315 -4.527 -0.343
C 2.824 -4.136 1.053
O 2.673 -2.725 1.302
C 3.565 -2.059 1.985
O 4.682 -2.364 2.314
O 2.948 -0.915 2.355
C 3.569 0.145 3.096
H 2.752 -3.857 -1.083
H 1.232 -4.411 -0.385
H 2.585 -5.565 -0.539
H 3.862 -4.469 1.061
H 2.299 -4.709 1.817
H 2.921 0.409 3.931
H 3.704 1.010 2.447
H 4.490 -0.130 3.611
C 1.112 -3.320 4.621
C 0.400 -2.021 4.900
O -0.926 -2.312 4.518
C -1.906 -1.383 4.616
O -1.719 -0.203 4.933
O -3.043 -1.858 4.076
C -4.175 -1.015 4.002
H 2.187 -3.310 4.800
H 0.991 -3.359 3.539
H 0.620 -4.225 4.979
H 0.665 -1.164 4.281
H 0.436 -1.761 5.958
H -4.954 -1.579 3.489
H -3.974 -0.052 3.533
H -4.566 -0.817 5.000
C -1.381 2.776 -8.147
C -0.591 2.190 -6.975
O -0.667 3.185 -5.946
C 0.089 3.001 -4.844
O 0.951 2.060 -4.729
O -0.232 4.027 -4.127
C 0.245 4.131 -2.746
H -1.369 2.111 -9.011
H -0.963 3.709 -8.525
H -2.427 2.847 -7.848
H 0.379 1.928 -7.397
H -1.030 1.269 -6.590
H -0.353 4.883 -2.230
H 1.276 4.456 -2.602
H 0.100 3.205 -2.190
C -1.892 -2.650 0.085
C -3.404 -2.596 0.232
O -3.997 -3.730 0.768
C -4.370 -4.750 0.005
O -4.125 -4.902 -1.224
O -5.097 -5.595 0.832
C -5.910 -6.706 0.302
H -1.619 -3.507 -0.531
H -1.354 -2.751 1.027
H -1.458 -1.865 -0.534
H -3.826 -2.498 -0.768
H -3.734 -1.727 0.801
H -6.433 -6.379 -0.597
H -6.673 -7.089 0.980
H -5.239 -7.502 -0.023
C 6.296 -0.291 0.047
N 6.366 -0.717 -1.307
C 5.167 -1.109 -1.941
C 7.476 -0.827 -2.062
O 7.483 -1.146 -3.255
H 5.625 0.557 0.181
H 7.240 -0.150 0.573
H 5.902 -1.143 0.602
H 5.322 -1.465 -2.959
H 4.708 -1.894 -1.341
H 4.408 -0.329 -1.902
H 8.316 -0.578 -1.396
C 3.351 -0.743 -5.292
N 2.737 -1.651 -4.333
C 3.154 -3.035 -4.631
C 1.864 -1.187 -3.394
O 1.161 -1.908 -2.716
H 3.100 0.295 -5.071
H 3.163 -1.037 -6.325
H 4.432 -0.654 -5.186
H 4.244 -3.046 -4.647
H 2.784 -3.823 -3.974
H 2.735 -3.254 -5.613
H 1.795 -0.090 -3.330
C -6.256 2.594 5.450
N -5.663 2.436 4.061
C -4.257 2.888 3.904
C -6.550 2.072 3.055
O -6.307 2.095 1.838
H -6.318 3.644 5.734
H -5.775 2.007 6.233
H -7.289 2.247 5.451
H -4.208 3.958 3.701
H -3.631 2.590 4.746
H -3.684 2.363 3.140
H -7.573 1.961 3.449
Br -1.709 0.985 1.868
C 0.177 0.484 1.486
C 0.350 0.473 -0.033
Br 2.225 0.868 -0.517
H 0.391 -0.478 1.951
H 0.775 1.184 2.069
H -0.277 1.209 -0.536
H 0.135 -0.498 -0.479

Output
Spin multiplicity: 1
Orbital gap in eV: 9.5
Net charge: 0
SMILES string: CCOC(=O)OC.CCOC(=O)OC.CCOC(=O)OC.CCOC(=O)OC.CCOC(=O)OC.CCOC(=O)OC.CN(C)C=O.CN(C)C=O.CN(C)C=O.BrCCBr
ΔE to the lowest compared entry with this formula, charge and spin in kcal/mol: 73.0
E_tot in eV: -225029.9321

=====

Question: What is the spin multiplicity in the second record?
Answer: 3

=====

Question: The lowest net charge belongs to which entry?
Answer: C35H73AsF3IN2O6PS

=====

Question: Which formula does entry 1 have?
Answer: C35H72Br2N2O23S7